The following is a DFT calculation (ωB97M-V/def2-TZVPD) of a cluster of 2 separate species, C2H7NS in total at a distorted geometry.

XYZ file:
```
11
Properties=species:S:1:pos:R:3:lowdin_charge:R:1
S 0.836 1.942 -0.691 -0.0037
H 0.480 3.209 -0.804 -0.4083
C -0.267 -0.962 -0.259 -0.2499
C -1.231 -0.076 -0.372 -0.0713
N 0.715 -0.756 0.826 0.1306
H -0.128 -1.826 -0.884 0.1088
H -1.860 -0.152 -1.252 0.0777
H -1.476 0.754 0.266 0.0375
H 1.650 -0.823 0.422 0.1464
H 0.593 0.183 1.211 0.0726
H 0.687 -1.493 1.536 0.1595
```

## Properties
Energy above the lowest of the compared OMol25 structures with the same formula, charge and spin ... 60.8 kcal per mole
Energy ... -533.233555 a.u.

The following is a DFT calculation (ωB97M-V/def2-TZVPD) of the ion C2H7NS2 with charge -1 at a distorted geometry.

XYZ file:
```
12
Properties=species:S:1:pos:R:3:lowdin_charge:R:1
N 1.606 -1.108 0.625 -0.0259
C 0.325 -0.417 0.493 -0.4120
C 0.379 0.681 -0.550 -0.6285
S -1.111 1.770 -0.388 0.1140
S -2.554 0.204 -0.942 -0.0428
H 1.554 -1.827 1.323 0.0454
H 2.446 -0.636 0.417 0.0308
H -0.003 -0.049 1.459 0.0774
H -0.500 -1.083 0.232 0.0516
H 0.204 0.261 -1.554 0.0396
H 1.252 1.321 -0.646 0.0428
H -3.598 0.883 -0.469 -0.2924
```

## Properties
Energy above the lowest of the compared OMol25 structures with the same formula, charge and spin ... 11.5 kcal per mole
Spin multiplicity ... 2
Expectation value of S² ... 0.75
Charge ... -1
Energy ... -931.493468 a.u.

The following is a DFT calculation (ωB97M-V/def2-TZVPD) of a cluster of 2 separate species, C2H7NS2 in total at a distorted geometry.

XYZ file:
```
12
Properties=species:S:1:pos:R:3:lowdin_charge:R:1
C -1.573 0.217 0.363 -0.1125
N -0.543 0.908 0.086 -0.1138
C -0.371 1.239 -1.332 -0.1551
H -2.064 0.504 1.278 0.0674
H -2.119 -0.317 -0.426 0.0705
H -0.882 0.479 -1.966 0.0764
H -0.654 2.299 -1.448 0.0858
H 0.698 1.171 -1.566 0.0582
S 1.107 -1.941 0.666 0.1970
S 2.026 -1.128 2.284 0.2171
H 1.545 -1.191 -0.362 -0.2021
H 2.827 -2.239 2.423 -0.1888
```

## Properties
Energy above the lowest of the compared OMol25 structures with the same formula, charge and spin ... 40.5 kcal per mole
SMILES string ... C=NC.SS
Energy ... -931.459061 a.u.

The following is a DFT calculation (ωB97M-V/def2-TZVPD) of a cluster of 2 separate species, C2H7NS4 in total at a distorted geometry.

XYZ file:
```
14
Properties=species:S:1:pos:R:3:lowdin_charge:R:1
C -1.114 -0.646 -0.458 -0.2049
C -0.423 0.203 0.593 -1.1585
N 1.458 0.204 -0.132 -1.0593
S -0.817 1.975 0.501 0.6614
S -0.460 -0.484 2.217 0.7253
S 2.332 -1.253 0.074 0.5926
S 2.168 1.632 0.107 0.5805
H -2.190 -0.726 -0.169 0.0971
H -0.755 -0.230 -1.401 0.0746
H -0.660 -1.604 -0.320 0.0359
H -0.450 2.101 -0.855 -0.0742
H -1.275 -1.556 1.859 -0.0769
H 2.447 -1.771 -1.290 -0.0933
H 2.689 1.434 1.402 -0.1002
```

## Properties
Energy above the lowest of the compared OMol25 structures with the same formula, charge and spin ... 22.7 kcal per mole
Energy ... -1727.782677 a.u.